{
  "formula": "C5H13N",
  "method": "the ωB97M-V functional and the def2-TZVPD basis",
  "energy_ev": -6885.02565,
  "e_lumo_ev": 1.019,
  "total_charge": 0,
  "orbital_gap_ev": 10.32,
  "smiles": "C=CC.CCN",
  "elements": ["C", "C", "C", "H", "H", "H", "H", "H", "H", "N", "C", "C", "H", "H", "H", "H", "H", "H", "H"],
  "coordinates": [[0.36760, 0.29139, 4.04442], [0.87827, 1.47473, 3.69346], [0.06395, 2.66735, 3.28979], [1.01431, -0.54590, 4.33064], [-0.71569, 0.12538, 4.05562], [1.96932, 1.59810, 3.69590], [-1.01201, 2.42711, 3.32449], [0.32223, 2.97761, 2.26332], [0.25799, 3.51208, 3.97198], [0.70325, -0.38101, -3.34768], [-0.79134, -2.41583, -3.18850], [-0.66618, -0.89740, -3.32069], [1.21961, -0.80460, -4.12653], [1.19750, -0.66059, -2.49314], [-0.29236, -2.91321, -4.03717], [-1.85138, -2.72042, -3.17600], [-0.31653, -2.75588, -2.25281], [-1.16223, -0.56794, -4.25388], [-1.18634, -0.41094, -2.47320]],
  "lowdin_charge": [-0.030, -0.260, -0.128, 0.050, 0.055, 0.093, 0.072, 0.074, 0.074, -0.039, -0.129, -0.369, 0.063, 0.064, 0.067, 0.067, 0.068, 0.103, 0.104]
}

***

{
  "formula": "C5H13N",
  "method": "the ωB97M-V functional and the def2-TZVPD basis",
  "energy_ev": -6878.19201,
  "e_lumo_ev": -0.904,
  "total_charge": 0,
  "orbital_gap_ev": 6.13,
  "elements": ["C", "C", "C", "C", "C", "N", "H", "H", "H", "H", "H", "H", "H", "H", "H", "H", "H", "H", "H"],
  "coordinates": [[0.10773, -0.57230, -0.12663], [-1.32968, -0.42492, -0.70546], [-2.56870, -0.41282, 0.20255], [1.50632, -0.31283, -0.92509], [2.58632, -0.12552, 0.12001], [-0.42349, 1.56971, 1.02730], [0.12231, 0.33293, 0.58816], [0.10429, -1.55050, 0.43594], [-1.36079, -0.66432, -1.77688], [-3.52689, -0.76380, -0.09350], [-1.90406, 0.57152, -0.13719], [-1.32065, 1.21050, 1.51770], [1.83024, -1.20678, -1.54800], [1.29812, 0.49532, -1.66122], [3.61179, -0.29488, -0.09645], [2.31912, -0.50352, 1.04647], [2.49297, 0.91159, 0.33088], [-2.40568, -0.76678, 1.21127], [-0.10826, 2.33110, 1.59932]],
  "lowdin_charge": [-0.231, -0.088, 0.000, -0.226, -0.125, -0.118, -0.026, 0.132, 0.128, 0.067, 0.103, -0.011, 0.101, 0.106, 0.064, 0.049, 0.060, 0.082, -0.066]
}

***

{
  "formula": "C5H13N",
  "method": "the ωB97M-V functional and the def2-TZVPD basis",
  "energy_ev": -6885.06732,
  "e_lumo_ev": 1.214,
  "total_charge": 0,
  "orbital_gap_ev": 9.73,
  "smiles": "CCCCNC",
  "elements": ["C", "C", "C", "C", "N", "C", "H", "H", "H", "H", "H", "H", "H", "H", "H", "H", "H", "H", "H"],
  "coordinates": [[-0.83073, -2.31725, -1.19606], [0.06462, -1.16706, -1.68343], [0.80941, -0.44982, -0.48358], [-0.14967, 0.44082, 0.25217], [0.55985, 1.20417, 1.25880], [-0.24587, 2.25504, 1.82551], [-1.40265, -2.00487, -0.29507], [-0.44941, -3.30988, -1.00729], [-1.62840, -2.46669, -1.92403], [0.74589, -1.62280, -2.40205], [-0.55444, -0.42980, -2.21798], [1.06350, -1.28471, 0.18780], [1.74444, -0.06778, -0.93912], [-0.61759, 1.18067, -0.49865], [-0.97385, -0.06217, 0.72442], [1.47897, 1.55916, 1.06164], [0.31098, 3.12518, 2.18406], [-1.07181, 2.67627, 1.21772], [-0.82215, 1.95408, 2.72598]],
  "lowdin_charge": [-0.128, -0.251, -0.204, -0.281, -0.134, -0.173, 0.069, 0.063, 0.062, 0.094, 0.099, 0.111, 0.115, 0.133, 0.107, 0.100, 0.073, 0.072, 0.073]
}

***

{
  "formula": "C5H13N2",
  "method": "the ωB97M-V functional and the def2-TZVPD basis",
  "energy_ev": -8369.95438,
  "e_lumo_ev": -3.591,
  "total_charge": 1,
  "orbital_gap_ev": 11.45,
  "smiles": "CCCCNC=[NH2+]",
  "elements": ["C", "C", "C", "C", "N", "C", "N", "H", "H", "H", "H", "H", "H", "H", "H", "H", "H", "H", "H", "H"],
  "coordinates": [[0.91243, -1.73019, 2.50890], [0.21317, -0.82945, 1.50871], [0.84994, -0.87890, 0.10269], [-0.17082, -0.69321, -1.01404], [-1.11445, 0.39812, -0.74439], [-0.93312, 1.67775, -0.89599], [0.01730, 2.19191, -1.65522], [0.55009, -1.73772, 3.53411], [1.96313, -1.44980, 2.62883], [0.91215, -2.76457, 2.16946], [0.25704, 0.17853, 1.91722], [-0.82331, -1.17808, 1.42876], [1.65122, -0.13805, 0.07029], [1.32031, -1.85520, -0.00258], [-0.75621, -1.60744, -1.06797], [0.30455, -0.57014, -1.98407], [-1.81100, 0.15690, -0.05401], [-1.52108, 2.40379, -0.35244], [0.51256, 1.72117, -2.38844], [0.10574, 3.19383, -1.68308]],
  "lowdin_charge": [-0.108, -0.266, -0.181, -0.147, 0.074, -0.114, 0.202, 0.079, 0.084, 0.079, 0.107, 0.105, 0.118, 0.120, 0.135, 0.122, 0.156, 0.169, 0.132, 0.134]
}

***

{
  "formula": "C5H13N2",
  "method": "the ωB97M-V functional and the def2-TZVPD basis",
  "energy_ev": -8368.47147,
  "e_lumo_ev": -3.547,
  "total_charge": 1,
  "orbital_gap_ev": 10.61,
  "smiles": "CCC/C([NH3+])=C/N",
  "elements": ["C", "C", "C", "C", "C", "N", "N", "H", "H", "H", "H", "H", "H", "H", "H", "H", "H", "H", "H", "H"],
  "coordinates": [[2.50142, 1.54264, -1.06754], [1.09900, 0.89192, -1.15804], [0.51876, 0.50804, 0.22161], [-0.63178, -0.42078, 0.22544], [-0.74924, -1.46285, 1.05946], [-1.88619, -2.26728, 1.25800], [-2.02283, 0.04011, -0.19631], [2.93051, 1.85444, -2.01388], [3.09492, 0.75605, -0.59190], [2.47348, 2.37704, -0.36602], [0.38059, 1.46304, -1.74987], [1.26482, -0.09502, -1.56444], [0.24639, 1.40313, 0.81030], [1.31102, 0.09916, 0.85012], [0.18190, -1.81524, 1.50651], [-2.28374, -2.28674, 2.19936], [-1.55839, -3.22999, 1.27417], [-2.09624, 0.18462, -1.20504], [-2.64734, -0.54742, 0.36559], [-2.12705, 1.00514, 0.14249]],
  "lowdin_charge": [-0.082, -0.241, -0.183, -0.200, -0.126, 0.034, 0.243, 0.079, 0.079, 0.076, 0.106, 0.104, 0.135, 0.128, 0.137, 0.112, 0.105, 0.177, 0.143, 0.174]
}

***

{
  "formula": "C5H13N2",
  "method": "the ωB97M-V functional and the def2-TZVPD basis",
  "energy_ev": -8368.55854,
  "e_lumo_ev": -3.063,
  "total_charge": 1,
  "orbital_gap_ev": 10.68,
  "smiles": "C=NCC[C@H](C)[NH3+]",
  "elements": ["C", "C", "C", "C", "C", "N", "N", "H", "H", "H", "H", "H", "H", "H", "H", "H", "H", "H", "H", "H"],
  "coordinates": [[0.60439, 2.01318, 1.41981], [0.07830, 0.89087, 0.60073], [1.11344, -0.24613, 0.42154], [0.85684, -0.95942, -0.91033], [-1.07585, -1.11971, -2.33639], [-0.53663, -1.10699, -1.19248], [-1.02761, 0.16684, 1.44410], [-0.03428, 2.88968, 1.42570], [1.59935, 2.34531, 1.06588], [0.65526, 1.76566, 2.48846], [-0.28243, 1.15163, -0.40491], [2.12950, 0.12118, 0.28293], [1.02418, -0.89153, 1.31045], [1.58279, -0.49350, -1.63452], [1.28578, -1.97596, -0.89592], [-2.14998, -1.02578, -2.37628], [-0.40854, -1.27363, -3.20112], [-1.87954, 0.72667, 1.39967], [-0.70325, -0.07549, 2.37505], [-1.19618, -0.67436, 0.83336]],
  "lowdin_charge": [-0.054, -0.323, -0.147, -0.252, 0.017, -0.078, 0.206, 0.087, 0.111, 0.096, 0.153, 0.124, 0.126, 0.142, 0.134, 0.080, 0.102, 0.168, 0.159, 0.147]
}

***

{
  "formula": "C5H13N2",
  "method": "the ωB97M-V functional and the def2-TZVPD basis",
  "energy_ev": -8367.40416,
  "e_lumo_ev": -5.545,
  "total_charge": 1,
  "orbital_gap_ev": 9.03,
  "smiles": "CCCCNC=[NH2+]",
  "elements": ["C", "C", "C", "C", "N", "C", "N", "H", "H", "H", "H", "H", "H", "H", "H", "H", "H", "H", "H", "H"],
  "coordinates": [[-1.71960, -1.51647, -1.61418], [-1.40034, -0.82288, -0.28953], [-1.01421, 0.67512, -0.32625], [0.37764, 0.94947, -0.86525], [1.49143, 0.34123, -0.12286], [1.73144, 0.34389, 1.19524], [0.82659, 0.21533, 2.16513], [-1.33926, -1.00502, -2.50449], [-1.36142, -2.54901, -1.52264], [-2.78662, -1.67860, -1.76967], [-2.07264, -1.02745, 0.54139], [-0.49089, -1.36256, 0.02416], [-1.25370, 1.20964, 0.58674], [-1.76312, 1.06698, -1.02493], [0.35261, 0.79410, -1.93562], [0.47226, 2.02441, -0.59322], [2.21582, -0.16920, -0.61329], [2.69086, 0.79958, 1.49680], [0.13019, 0.81942, 2.57206], [1.27490, -0.30115, 2.92534]],
  "lowdin_charge": [-0.094, -0.258, -0.210, -0.133, 0.085, -0.106, 0.161, 0.077, 0.079, 0.075, 0.111, 0.084, 0.096, 0.127, 0.133, 0.144, 0.170, 0.182, 0.140, 0.137]
}

***

{
  "formula": "C5H13N2",
  "method": "the ωB97M-V functional and the def2-TZVPD basis",
  "energy_ev": -8366.52732,
  "e_lumo_ev": [-3.446, -3.715],
  "total_charge": 1,
  "orbital_gap_ev": [8.72, 8.23],
  "elements": ["C", "C", "C", "C", "C", "N", "N", "H", "H", "H", "H", "H", "H", "H", "H", "H", "H", "H", "H", "H"],
  "coordinates": [[-0.65833, 0.85459, 0.19241], [-1.58549, -0.27369, 0.53058], [0.95354, -0.89758, -0.36412], [-2.76261, -0.56273, -0.29504], [1.70934, 1.47823, -0.17945], [1.99202, -1.62690, 0.16026], [0.76823, 0.43652, 0.30784], [-0.82759, 1.16460, -0.84079], [-0.80953, 1.72495, 0.84708], [-1.49468, -0.74211, 1.49627], [0.88363, -0.83667, -1.43799], [-2.79909, -1.61821, -0.57961], [-2.78819, 0.04228, -1.19728], [-3.68173, -0.38636, 0.27279], [1.47668, 1.70950, -1.21831], [1.61466, 2.38602, 0.41249], [2.73201, 1.11255, -0.12306], [2.38572, -2.35034, -0.42256], [1.92692, -1.88747, 1.13684], [0.96450, 0.27281, 1.30166]],
  "lowdin_charge": [-0.158, -0.098, -0.114, -0.097, 0.009, 0.103, -0.160, 0.134, 0.145, 0.103, 0.132, 0.091, 0.081, 0.093, 0.110, 0.109, 0.106, 0.114, 0.112, 0.183]
}

***

{
  "formula": "C5H13N2",
  "method": "the ωB97M-V functional and the def2-TZVPD basis",
  "energy_ev": -8365.95488,
  "e_lumo_ev": -3.400,
  "total_charge": 1,
  "orbital_gap_ev": 9.53,
  "elements": ["C", "C", "C", "C", "C", "N", "N", "H", "H", "H", "H", "H", "H", "H", "H", "H", "H", "H", "H", "H"],
  "coordinates": [[1.84101, 0.30949, 0.30016], [0.68030, 0.56579, -0.29812], [2.05110, -0.90464, 1.12008], [0.13294, 1.75750, -0.95267], [-0.85782, -0.72313, 0.02303], [-1.62104, -0.36953, 1.18178], [-1.79494, -0.56864, -1.19774], [2.82617, 0.89338, -0.03356], [2.63840, -0.62238, 2.00529], [1.12685, -1.37975, 1.53155], [2.61004, -1.85799, 0.61589], [-0.44549, 1.40167, -1.80419], [0.84557, 2.48048, -1.15394], [-0.72309, 2.25982, -0.42846], [-0.42851, -1.81286, 0.07543], [-1.60921, 0.64901, 1.39329], [-1.35134, -0.91296, 2.02896], [-1.90165, 0.44973, -1.57636], [-2.77316, -0.59209, -0.91668], [-1.24611, -1.02287, -1.91376]],
  "lowdin_charge": [-0.157, -0.137, -0.129, -0.088, -0.235, 0.026, 0.168, 0.173, 0.078, 0.053, 0.142, 0.052, 0.072, 0.108, 0.164, 0.107, 0.113, 0.170, 0.162, 0.160]
}

***

{
  "formula": "C5H13N2",
  "method": "the ωB97M-V functional and the def2-TZVPD basis",
  "energy_ev": -8369.48838,
  "e_lumo_ev": -3.832,
  "total_charge": 1,
  "orbital_gap_ev": 11.02,
  "smiles": "CCCC/[NH+]=C\\N",
  "elements": ["C", "C", "C", "C", "N", "C", "N", "H", "H", "H", "H", "H", "H", "H", "H", "H", "H", "H", "H", "H"],
  "coordinates": [[-0.21340, -1.43485, -2.18505], [0.94870, -0.68952, -1.51922], [0.47690, 0.69250, -1.07204], [-0.53512, 0.64734, 0.05319], [-0.52985, 1.28440, 2.90620], [0.00329, 0.17806, 2.43166], [-0.05210, -0.20544, 1.17475], [-0.85794, -0.72850, -2.70705], [-0.99523, -1.70926, -1.45765], [0.10272, -2.35447, -2.67007], [1.77801, -0.70309, -2.21918], [1.25145, -1.26821, -0.64058], [0.13544, 1.31977, -1.90642], [1.37327, 1.25286, -0.77630], [-0.73339, 1.64752, 0.41594], [-1.46670, 0.22157, -0.25788], [-0.68048, 2.12382, 2.36022], [-0.52741, 1.40752, 3.91001], [0.57701, -0.47265, 3.09246], [-0.05518, -1.20936, 1.06701]],
  "lowdin_charge": [-0.101, -0.249, -0.196, -0.135, 0.195, -0.114, 0.077, 0.080, 0.063, 0.083, 0.115, 0.093, 0.131, 0.119, 0.112, 0.123, 0.132, 0.140, 0.172, 0.161]
}

***

{
  "formula": "C5H13N2",
  "method": "the ωB97M-V functional and the def2-TZVPD basis",
  "energy_ev": -8366.77176,
  "e_lumo_ev": -6.047,
  "total_charge": 1,
  "orbital_gap_ev": 6.95,
  "elements": ["C", "C", "C", "C", "N", "C", "N", "H", "H", "H", "H", "H", "H", "H", "H", "H", "H", "H", "H", "H"],
  "coordinates": [[-0.68016, -0.55799, -0.10040], [-0.25275, 0.83139, -0.25833], [0.81839, -0.27713, 0.17726], [1.86168, -0.42389, -0.76909], [2.98342, 0.35075, -0.57391], [1.13866, -0.25025, 1.69637], [-3.63252, 0.09679, -0.38580], [-0.78411, -1.29919, -0.88846], [-1.31756, -0.80848, 0.73782], [-0.12736, 1.13794, -1.28500], [-0.54099, 1.53895, 0.50337], [2.12774, -1.31850, -1.33797], [3.74555, -0.04284, -1.12769], [2.84241, 1.30033, -0.93037], [0.72498, -1.13816, 2.17321], [2.22779, -0.27439, 1.74054], [0.72031, 0.61334, 2.20097], [-4.07972, -0.74558, -0.72420], [-3.49092, 0.76135, -1.12430], [-4.28486, 0.50556, 0.27598]],
  "lowdin_charge": [-0.108, -0.015, -0.384, 0.051, 0.179, 0.008, 0.027, 0.123, 0.108, 0.111, 0.123, 0.162, 0.128, 0.155, 0.096, 0.079, 0.092, 0.025, 0.014, 0.025]
}

***

{
  "formula": "C5H13N2",
  "method": "the ωB97M-V functional and the def2-TZVPD basis",
  "energy_ev": -8365.49058,
  "e_lumo_ev": -4.606,
  "total_charge": 1,
  "orbital_gap_ev": 10.11,
  "elements": ["C", "C", "C", "C", "C", "N", "N", "H", "H", "H", "H", "H", "H", "H", "H", "H", "H", "H", "H", "H"],
  "coordinates": [[-0.25104, 2.06175, 1.97609], [0.00227, 0.46231, 0.92572], [-0.58587, 1.64417, 3.16833], [-0.96513, -2.27687, 0.07863], [-0.03851, -1.40242, -0.78540], [0.10221, -0.06888, -0.41152], [1.60220, 1.05850, -2.34266], [-0.05028, 2.90770, 1.45965], [-0.11136, -0.26182, 1.74933], [-0.92439, 2.43227, 3.75380], [-0.64950, 0.68931, 3.47927], [2.06211, 0.16079, -2.74763], [-0.57584, -2.53689, 1.06242], [-1.86992, -1.66202, 0.23051], [-1.33768, -3.18581, -0.32773], [1.06135, -1.76891, -0.82720], [-0.35577, -1.43823, -1.78002], [1.52500, 1.69355, -3.12393], [2.27636, 1.54154, -1.70346], [0.42540, 0.63471, -1.07745]],
  "lowdin_charge": [0.061, 0.208, 0.040, -0.057, -0.259, -0.003, 0.000, 0.044, 0.078, 0.074, 0.042, 0.099, 0.076, 0.093, 0.072, 0.166, 0.108, 0.037, 0.066, 0.056]
}